The following is a DFT calculation (ωB97M-V with the def2-TZVPD basis set) of the molecule C2H3Cl2NOS2 at a distorted geometry.

Summary:
Calculated total energy: -1924.57081 a.u.
HOMO level (alpha / beta): -6.85 / -6.85 eV

Each line ends with the natural charge from an NBO analysis.
Cartesian coordinates (Å):
N1 -0.24 0.39 0.59  -0.74
C1 1.98 -0.12 -0.26  -0.08
H1 0.27 0.08 1.40  0.39
S1 -1.54 -0.77 0.56  0.25
Cl1 2.20 -1.85 -0.16  0.06
H2 0.29 -0.12 -1.43  0.24
Cl2 3.05 0.71 0.88  0.03
C2 0.64 0.47 -0.65  -0.33
H3 0.91 1.59 -0.75  0.25
O1 -4.18 -0.61 -0.56  -0.86
S2 -3.37 0.22 0.38  0.80